(1)
ORCA calculation (ωB97M-V/def2-TZVPD) on a 10-piece molecular cluster, C28H76O10 overall.

## Properties
LUMO energy, eV: 0.048
Energy above the lowest of the compared OMol25 structures with the same formula, charge and spin, eV: 3.501
Gap between HOMO and LUMO, eV: 10.1
HOMO level, eV: -10.1

```
! wB97M-V def2-TZVPD RIJCOSX def2/J DEFGRID3
* xyz 0 1
C 6.3315 3.4466 -1.9747
C 5.0045 3.5982 -1.3526
C 4.3193 4.9587 -1.5960
O 4.1175 2.6102 -1.8243
H 6.6704 2.4190 -1.8441
H 6.9852 4.1558 -1.4668
H 6.3530 3.7008 -3.0345
H 5.1727 3.4490 -0.2860
H 3.2751 5.0243 -1.2904
H 4.4187 5.0630 -2.6765
H 4.9328 5.7860 -1.2393
H 3.8874 2.7846 -2.7399
C 8.6568 -0.4463 2.2432
C 7.5300 -0.8570 3.1962
C 7.7273 -2.2252 3.8122
O 7.5486 -0.0218 4.3135
H 8.5039 0.6168 2.0576
H 8.7492 -1.0355 1.3308
H 9.5969 -0.5142 2.7907
H 6.5409 -0.8343 2.7388
H 6.9483 -2.3906 4.5564
H 8.6320 -2.2629 4.4189
H 7.7053 -3.0597 3.1112
H 7.4916 0.9058 4.0729
C -4.6760 -2.7176 4.5301
C -5.7877 -2.5992 3.5053
C -6.8110 -3.6788 3.7246
O -6.4635 -1.3925 3.6667
H -5.1226 -2.8141 5.5197
H -3.9247 -1.9298 4.4761
H -4.0163 -3.5823 4.4588
H -5.3463 -2.6451 2.5097
H -6.3936 -4.6856 3.7367
H -7.5747 -3.5770 2.9536
H -7.2170 -3.6878 4.7361
H -6.9742 -1.5236 4.4690
C -2.5848 5.7582 -2.9488
C -2.0192 7.1659 -2.6418
C -1.6417 8.0641 -3.8349
O -2.9287 7.9061 -1.8844
H -3.5441 5.8864 -3.4502
H -2.7705 5.1119 -2.0910
H -1.9421 5.1611 -3.5958
H -1.1486 7.0699 -1.9930
H -1.1352 8.9410 -3.4317
H -2.4526 8.3726 -4.4948
H -0.8502 7.5932 -4.4179
H -3.3116 7.3436 -1.2073
C -2.1501 5.3454 4.0861
C -2.9192 5.3603 5.4198
C -3.3607 4.0087 5.9464
O -2.1027 5.9854 6.3902
H -1.1552 4.9151 4.2015
H -1.9878 6.3742 3.7646
H -2.7571 4.8138 3.3533
H -3.8385 5.9433 5.3638
H -4.0917 3.5221 5.3007
H -3.6700 4.0102 6.9916
H -2.4549 3.4033 5.9798
H -1.4624 5.3259 6.6672
C 0.6025 0.6918 1.8618
C 0.2836 -0.5953 1.0027
C -0.7405 -0.3434 -0.1098
O 1.4936 -0.9996 0.3816
H 0.8530 1.5430 1.2287
H 1.4141 0.4800 2.5578
H -0.2773 1.0225 2.4138
H -0.1310 -1.3796 1.6360
H -0.5464 0.5270 -0.7367
H -1.6793 -0.0102 0.3325
H -0.9930 -1.1832 -0.7572
H 1.8961 -0.2421 -0.0495
C 6.3287 -3.8856 -2.1260
C 5.2676 -4.7038 -2.8501
C 5.8904 -6.0351 -3.3570
O 4.2821 -4.9844 -1.9409
H 6.7141 -4.4251 -1.2608
H 5.9626 -2.8950 -1.8563
H 7.2742 -3.8477 -2.6668
H 4.8120 -4.0914 -3.6282
H 6.2529 -6.6064 -2.5025
H 6.7007 -5.7897 -4.0435
H 5.1559 -6.5950 -3.9359
H 3.9600 -4.1808 -1.5261
C -8.3864 1.9707 -2.8525
C -7.8170 0.8760 -1.9790
C -6.9528 -0.0726 -2.8041
O -6.9622 1.4533 -1.0220
H -9.0199 1.5697 -3.6437
H -7.6280 2.6001 -3.3181
H -8.9441 2.6673 -2.2267
H -8.5974 0.3594 -1.4203
H -6.0515 0.4631 -3.1020
H -7.5597 -0.4432 -3.6302
H -6.5718 -0.8800 -2.1787
H -6.8162 0.8177 -0.3176
C -0.3956 -5.4125 -6.1728
C -1.8813 -5.6443 -6.0899
C -2.4645 -4.9645 -4.8732
O -2.5111 -5.1798 -7.2399
H 0.0885 -6.1816 -6.7745
H 0.0323 -5.5103 -5.1751
H -0.2007 -4.4093 -6.5520
H -2.1642 -6.6928 -5.9969
H -3.5007 -5.2862 -4.7682
H -2.4899 -3.8755 -4.9131
H -1.8731 -5.1151 -3.9701
H -3.4158 -4.9418 -7.0242
C 1.9848 -5.2047 4.5842
O 2.4785 -6.5236 4.8486
H 1.7917 -4.6187 5.4827
H 2.7340 -4.6433 4.0259
H 1.0709 -5.2716 3.9939
H 2.7351 -6.7961 3.9646
*
```



(2)
ORCA calculation (ωB97M-V/def2-TZVPD) on C28H77AsF6N7O7 as an isolated structure.

## Properties
LUMO energy, eV: 2.437
Energy above the lowest of the compared OMol25 structures with the same formula, charge and spin, eV: 1.991
Gap between HOMO and LUMO, eV: 7.8
HOMO level, eV: -5.4

```
! wB97M-V def2-TZVPD RIJCOSX def2/J DEFGRID3
* xyz -1 1
As 0.3152 0.2145 -0.3877
F -0.7458 -1.1776 -0.3449
F -1.1739 1.1837 -0.2965
F 1.2804 1.6742 -0.3681
F 1.7016 -0.8623 -0.5719
F 0.1662 0.3197 -2.1314
F 0.4522 0.0478 1.3513
C -2.2500 -5.3192 2.5581
C -1.6538 -3.9438 2.9032
C -0.1914 -3.9466 2.4562
O 0.5343 -2.7876 2.8877
C 1.8016 -2.7435 2.3238
N -2.3774 -2.9000 2.1340
H -3.2485 -5.5932 2.8932
H -1.6207 -6.1222 2.9706
H -2.1572 -5.4308 1.4736
H -1.7434 -3.7889 3.9843
H -0.1486 -3.9574 1.3645
H 0.2880 -4.7992 2.9517
H 2.2764 -1.7627 2.3775
H 1.6908 -2.8393 1.2324
H 2.5022 -3.5215 2.6491
H -3.1752 -3.3822 1.7308
H -1.8223 -2.6968 1.3075
C -1.4656 4.8256 -3.8801
C -2.0527 4.1189 -2.6428
C -2.4556 2.6698 -2.8714
O -3.3241 2.4119 -4.0011
C -2.6212 2.1394 -5.1928
N -0.9173 4.1982 -1.6952
H -1.1962 5.8586 -3.6746
H -2.2719 4.9107 -4.6223
H -0.6385 4.3035 -4.3568
H -2.8268 4.6766 -2.1125
H -3.0159 2.1510 -2.0933
H -1.5491 2.0529 -2.9230
H -1.9222 1.3209 -4.9744
H -2.0015 2.9620 -5.5636
H -3.3211 1.8728 -5.9840
H -1.1524 3.9281 -0.7442
H -0.1992 3.5384 -1.9864
C -3.7903 2.4664 0.8592
C -3.2230 1.4737 1.8668
C -3.8354 1.8059 3.2419
O -3.6063 0.7960 4.2058
C -4.2880 1.1317 5.4135
N -3.4672 0.0810 1.5300
H -3.5960 3.5388 0.9554
H -4.8641 2.3274 0.6984
H -3.2664 2.2005 -0.0635
H -2.1575 1.7014 1.9201
H -4.9216 1.9816 3.1522
H -3.5112 2.7984 3.5894
H -4.1702 2.2158 5.5212
H -3.8769 0.5889 6.2606
H -5.3531 0.9112 5.2761
H -2.9988 -0.1648 0.6621
H -4.4463 0.0555 1.2455
C 6.9491 -5.1414 -2.3722
C 7.2311 -3.6464 -2.4940
C 6.0878 -2.7801 -1.9653
O 4.9424 -3.0037 -2.7718
C 3.7621 -2.5513 -2.1619
N 8.5037 -3.3634 -1.7860
H 7.5199 -5.7762 -3.0444
H 5.8939 -5.2743 -2.6313
H 7.0495 -5.4519 -1.3310
H 7.3324 -3.3746 -3.5474
H 6.3486 -1.7251 -2.1017
H 5.9877 -2.9834 -0.8927
H 3.5501 -2.8283 -1.1227
H 2.8906 -2.9263 -2.7001
H 3.6794 -1.4587 -2.1656
H 8.8386 -2.4328 -2.0343
H 8.2222 -3.2014 -0.8163
C -3.5136 -1.3923 -2.1715
C -4.7256 -0.5582 -2.1435
C -5.7958 -0.8745 -3.2610
O -6.9236 -0.0575 -3.1432
C -6.7657 1.1679 -3.8398
N -5.4297 -0.7345 -0.8461
H -3.0730 -1.4707 -3.1759
H -3.5407 -2.4005 -1.7521
H -2.6752 -0.9397 -1.6309
H -4.4602 0.5011 -2.2058
H -6.0766 -1.9226 -3.1269
H -5.2902 -0.8663 -4.2375
H -6.9275 0.9176 -4.8948
H -5.8014 1.6739 -3.7345
H -7.5070 1.9047 -3.5316
H -5.9477 -1.6073 -0.7621
H -6.2137 -0.1005 -1.0273
C 5.8759 3.0894 0.2999
C 4.7245 2.3774 -0.4172
C 5.2211 1.7802 -1.7420
O 5.4464 2.8833 -2.6247
C 5.3782 2.5411 -3.9875
N 4.2379 1.2942 0.4271
H 6.6088 2.3343 0.5874
H 5.5584 3.5938 1.2122
H 6.3237 3.8044 -0.3917
H 3.8951 3.0431 -0.6744
H 4.4636 1.1222 -2.1726
H 6.1598 1.2560 -1.5430
H 6.0769 1.7544 -4.2849
H 5.6696 3.4607 -4.5016
H 4.3553 2.3275 -4.3131
H 3.7116 0.5939 -0.0907
H 3.5400 1.5699 1.1088
C -0.4232 -1.2148 6.0758
C -0.5950 -0.0654 5.0919
C 0.7050 0.7958 5.0634
O 0.5401 1.7419 4.0379
C 1.7476 2.2854 3.5590
N -0.9099 -0.6050 3.7634
H 0.2388 -1.9972 5.7078
H -1.4012 -1.7012 6.1910
H -0.2435 -0.8959 7.1074
H -1.3087 0.6905 5.4356
H 1.5991 0.1742 4.9175
H 0.8020 1.2567 6.0575
H 2.1339 1.5774 2.8178
H 2.4628 2.5162 4.3536
H 1.5953 3.2197 3.0150
H -0.2460 -0.1110 3.1671
H -0.4630 -1.5281 3.7040
*
```



(3)
ORCA calculation (ωB97M-V/def2-TZVPD) on a 8-piece molecular cluster, C28H77ClN7O11 overall.

## Properties
LUMO energy, eV: 2.087
Energy above the lowest of the compared OMol25 structures with the same formula, charge and spin, eV: 0.384
Gap between HOMO and LUMO, eV: 7.9
HOMO level, eV: -5.8

```
! wB97M-V def2-TZVPD RIJCOSX def2/J DEFGRID3
* xyz -1 1
Cl -1.1188 -0.1761 1.2197
O -1.5862 -1.1937 2.1353
O -2.2216 0.4860 0.5762
O -0.3420 0.7899 2.0038
O -0.2555 -0.6919 0.2211
C 1.1814 2.4938 -2.1165
C 1.2617 1.2109 -2.9081
C 2.5717 0.4534 -2.7202
O 3.6597 1.3144 -3.0590
C 4.9126 0.6907 -2.9690
N 0.0841 0.3605 -2.7208
H 1.9184 3.2392 -2.4079
H 1.2440 2.2893 -1.0431
H 0.2133 2.9946 -2.2057
H 1.2579 1.5021 -3.9646
H 2.5982 -0.4756 -3.3031
H 2.7532 0.1206 -1.6884
H 5.0978 0.5335 -1.8934
H 5.6749 1.3507 -3.3787
H 4.9661 -0.2935 -3.4511
H -0.0215 0.1827 -1.7208
H 0.1972 -0.5008 -3.2386
C -3.7322 4.8533 4.8856
C -3.3760 4.3377 3.5082
C -2.6705 3.0079 3.5338
O -3.6082 1.9941 3.9014
C -3.0025 0.9450 4.6096
N -4.5810 4.3163 2.6276
H -4.4905 4.3691 5.4975
H -3.9663 5.9253 4.8495
H -2.8205 4.8948 5.4973
H -2.6896 5.0686 3.0583
H -1.8643 3.0044 4.2724
H -2.2963 2.7569 2.5376
H -2.9110 1.2469 5.6702
H -1.9851 0.7172 4.2800
H -3.6417 0.0644 4.6153
H -5.0101 5.2389 2.7191
H -4.1617 4.3979 1.7014
C 6.9181 -2.6035 -0.8926
C 6.4008 -1.6350 0.1759
C 4.8723 -1.7669 0.2641
O 4.3837 -0.9590 1.3140
C 2.9776 -0.9051 1.3130
N 6.9526 -2.0340 1.4901
H 6.9982 -3.6450 -0.5822
H 7.8881 -2.3027 -1.2981
H 6.2559 -2.6055 -1.7677
H 6.5661 -0.5956 -0.1019
H 4.5546 -2.8148 0.3520
H 4.4279 -1.3684 -0.6584
H 2.5213 -1.8708 1.0776
H 2.5792 -0.1146 0.6638
H 2.5631 -0.5842 2.2722
H 6.9020 -3.0442 1.5512
H 7.9489 -1.8286 1.4578
C 1.0802 -3.2383 -1.9269
C 2.4698 -3.3848 -2.5333
C 3.1584 -4.6600 -2.0519
O 4.4941 -4.5857 -2.4955
C 5.1682 -5.8297 -2.3826
N 2.3805 -3.3591 -4.0022
H 1.1566 -3.0448 -0.8583
H 0.4396 -4.1191 -2.0523
H 0.5425 -2.4544 -2.4589
H 3.0344 -2.5083 -2.2077
H 2.5974 -5.5200 -2.4402
H 3.0939 -4.6904 -0.9538
H 4.5679 -6.6747 -2.7164
H 5.6201 -5.9642 -1.3936
H 6.0512 -5.7064 -3.0184
H 1.7339 -4.1030 -4.2617
H 3.2706 -3.6612 -4.3892
C -4.1948 -2.7095 -4.5207
C -3.5117 -1.5884 -3.7072
C -2.8979 -2.1220 -2.4078
O -3.8619 -2.8671 -1.6936
C -3.4429 -3.0789 -0.3547
N -2.5647 -0.8937 -4.5764
H -4.6522 -2.3048 -5.4232
H -4.9639 -3.2105 -3.9376
H -3.4119 -3.4106 -4.8250
H -4.3414 -0.9299 -3.4416
H -2.4137 -1.3063 -1.8576
H -2.0895 -2.8281 -2.6590
H -4.1858 -3.6683 0.1710
H -3.2406 -2.0863 0.0584
H -2.4449 -3.5377 -0.3042
H -1.9865 -0.2883 -3.9846
H -1.8458 -1.5542 -4.8786
C 0.9095 3.9789 3.9224
C 1.2740 4.3187 2.4898
C 2.6595 3.7662 2.1551
O 2.9950 4.0390 0.8080
C 4.0514 3.3005 0.2805
N 0.2109 3.7880 1.6248
H -0.0066 4.5066 4.2065
H 1.6244 4.4751 4.5887
H 0.7397 2.9213 4.1075
H 1.3062 5.3944 2.3006
H 2.7917 2.6959 2.3595
H 3.4090 4.2578 2.7969
H 4.1823 2.3240 0.7716
H 5.0403 3.7725 0.3244
H 3.8178 3.0348 -0.7539
H 0.1326 2.7822 1.8119
H 0.5803 3.7451 0.6746
C -5.6422 0.3671 -0.9469
C -5.8808 0.9562 0.4328
C -6.0462 -0.1444 1.4740
O -6.1796 0.4007 2.7471
C -6.4208 -0.5236 3.7670
N -4.9088 1.9808 0.8467
H -6.5228 -0.1644 -1.3280
H -4.8592 -0.3981 -0.9805
H -5.3666 1.0949 -1.7118
H -6.8637 1.4357 0.3680
H -5.2586 -0.8980 1.3348
H -6.9759 -0.6714 1.1988
H -7.4025 -0.9814 3.5780
H -6.5168 0.0143 4.7113
H -5.6418 -1.2776 3.9139
H -4.9985 2.8217 0.2843
H -3.9921 1.6336 0.5638
*
```



(4)
ORCA calculation (ωB97M-V/def2-TZVPD) on C28H77CrCsN7O15S2 as an isolated structure.

## Properties
LUMO energy (spin up / spin down), eV: -0.247 / -4.048
Energy above the lowest of the compared OMol25 structures with the same formula, charge and spin, eV: 1.121
<S²>: 8.7721
Gap between HOMO and LUMO (spin up / spin down), eV: 7.8 / 4.0
HOMO level (spin up / spin down), eV: -8.0 / -8.0

```
! wB97M-V def2-TZVPD RIJCOSX def2/J DEFGRID3
* xyz 0 6
Cr -12.5941 18.9827 -21.7436
Cs -17.1268 19.5024 -21.2861
S -14.1433 21.8401 -21.3483
O -14.8855 22.1928 -20.1464
O -13.5652 23.0844 -21.8558
O -13.1075 20.7936 -21.1898
O -15.1114 21.2827 -22.2668
S -14.3611 17.5757 -20.1998
O -15.3919 17.9955 -19.2815
O -13.0368 18.1542 -19.8660
O -14.2632 16.1222 -20.2876
O -14.5234 18.1572 -21.5567
C -17.1505 15.2180 -17.8239
C -15.8982 15.2227 -16.9038
C -16.1501 14.3192 -15.6302
O -16.4689 15.2820 -14.5646
C -17.8700 15.5842 -14.4875
N -14.7898 14.7018 -17.6806
H -18.0769 15.5550 -17.3588
H -17.2689 14.1843 -18.1485
H -17.0770 15.6329 -18.8292
H -15.6903 16.2632 -16.6542
H -15.3037 13.8339 -15.1442
H -16.8472 13.4991 -15.8019
H -18.5216 14.7119 -14.4377
H -18.2645 16.1798 -15.3107
H -18.1436 16.0905 -13.5618
H -13.9192 14.9281 -17.2214
H -14.8521 15.2746 -18.5101
C -15.5432 18.7962 -14.6569
C -16.5842 19.1995 -15.7039
C -17.5048 20.2053 -15.1812
O -18.6767 20.2173 -15.9896
C -19.6018 21.1734 -15.5603
N -16.0506 19.4732 -17.0213
H -15.0756 19.6371 -14.1448
H -14.7661 18.2066 -15.1431
H -15.9285 18.1416 -13.8751
H -17.3952 18.4732 -15.7562
H -17.0141 21.1785 -15.1645
H -17.8512 19.8971 -14.1947
H -20.4986 21.0972 -16.1752
H -19.1604 22.1649 -15.4597
H -20.0642 20.8446 -14.6296
H -16.6985 20.0322 -17.5578
H -15.6345 18.7450 -17.5840
C -12.2250 16.7129 -16.2078
C -10.8995 16.9586 -16.9958
C -10.4329 15.7477 -17.8588
O -9.8287 14.8730 -16.9078
C -9.2985 13.7229 -17.5264
N -11.0994 18.1618 -17.7415
H -13.0483 16.3651 -16.8316
H -12.3896 17.6282 -15.6392
H -12.1116 15.9370 -15.4507
H -10.1615 17.2040 -16.2321
H -9.8267 16.0877 -18.6985
H -11.3195 15.2652 -18.2702
H -10.1661 13.0673 -17.6017
H -8.5362 13.2678 -16.8941
H -8.8786 13.9098 -18.5148
H -11.7854 17.9425 -18.4496
H -10.4034 18.3026 -18.4598
C -11.3206 14.7643 -21.7594
C -11.0500 16.2526 -22.2817
C -9.7982 16.5087 -23.2915
O -9.9231 15.5544 -24.3098
C -8.9355 15.6416 -25.3610
N -12.3023 16.9013 -22.5180
H -11.5788 14.0967 -22.5814
H -12.1143 14.7138 -21.0140
H -10.3601 14.4675 -21.3381
H -10.6481 16.8109 -21.4362
H -8.8657 16.2610 -22.7843
H -9.8488 17.5348 -23.6558
H -8.9621 16.5950 -25.8886
H -9.2508 14.8903 -26.0850
H -7.9257 15.4163 -25.0179
H -12.5688 16.2771 -23.2660
H -12.9644 16.5342 -21.8494
C -12.1325 20.7160 -24.7598
C -13.1396 19.6166 -24.9897
C -12.5905 18.3589 -25.6926
O -12.2803 18.7344 -27.0091
C -11.7541 17.7613 -27.8767
N -13.5932 19.3397 -23.6484
H -12.4320 21.3897 -23.9570
H -12.1612 21.3593 -25.6392
H -11.1063 20.4530 -24.5032
H -13.9998 20.0087 -25.5323
H -13.3920 17.6264 -25.7889
H -11.7591 17.9614 -25.1104
H -12.5314 17.0136 -28.0342
H -10.8347 17.2747 -27.5510
H -11.5074 18.1377 -28.8694
H -14.1471 20.1433 -23.3886
H -14.3750 18.7030 -23.7068
C -17.1272 15.1631 -21.7185
C -16.2846 15.0494 -23.0237
C -16.3183 16.3714 -23.8778
O -17.5624 17.1672 -23.9364
C -17.5420 18.0245 -25.0540
N -14.9368 14.8379 -22.5579
H -18.1656 15.4194 -21.9284
H -16.8370 15.9634 -21.0378
H -17.2322 14.2412 -21.1464
H -16.6313 14.1927 -23.6016
H -16.0942 16.0005 -24.8780
H -15.5651 17.1094 -23.6017
H -17.4904 17.5183 -26.0179
H -16.5992 18.5602 -24.9428
H -18.3117 18.7963 -25.0522
H -14.8845 13.9286 -22.1215
H -14.6263 15.4288 -21.7999
C -13.1497 11.1128 -19.3418
C -14.5101 11.5339 -20.0167
C -15.7035 11.1104 -19.0889
O -15.8691 9.6736 -19.1910
C -16.6682 8.9953 -18.1616
N -14.4729 12.9949 -20.2921
H -12.7811 11.7255 -18.5191
H -12.2566 10.9548 -19.9464
H -13.2961 10.0852 -19.0092
H -14.6472 11.1711 -21.0353
H -16.5393 11.7360 -19.4023
H -15.4723 11.4947 -18.0954
H -16.9067 8.0510 -18.6511
H -17.5017 9.6380 -17.8783
H -15.9833 8.8893 -17.3203
H -14.7108 13.5577 -19.4879
H -13.4892 13.1608 -20.4499
*
```



Question: The highest energy above the lowest of the compared OMol25 structures with the same formula, charge and spin belongs to which entry?
Answer: C28H76O10